This record from OMol25 describes 17 unconnected molecules or ions with the total composition C51H84F6N3O27S2. The level of theory is ωB97M-V/def2-TZVPD.

Results
- LUMO energy (eV) = 1.69
- maximum force (eV/Å) = 4.14
- orbital gap (eV) = 8.695
- E (eV) = -151979.2963
- total charge = -1

```
173
C51H84F6N3O27S2 ωB97M-V/def2-TZVPD
C -15.7283 0.1908 -13.7681
F -14.6986 0.9433 -13.4356
F -16.0047 0.3454 -15.0503
F -15.3924 -1.0873 -13.5886
S -17.2814 0.5288 -12.7542
O -18.3555 0.1040 -13.6235
O -17.1289 -0.2190 -11.5265
N -17.1647 2.2530 -12.7046
S -17.5688 2.5907 -11.2345
O -18.8648 2.0643 -10.8408
O -16.4763 2.4112 -10.2848
C -17.8207 4.4580 -11.2508
F -16.6934 5.0713 -11.5999
F -18.7782 4.7703 -12.1227
F -18.2323 4.8387 -10.0468
O -8.8071 -0.4098 -15.7746
C -9.7820 -0.3181 -15.0917
O -10.9787 -0.8056 -15.4611
C -12.0012 -0.5541 -14.4697
C -11.3821 0.5026 -13.5631
C -9.8929 0.2373 -13.6710
H -12.2899 -1.4613 -13.9422
H -12.7953 -0.1080 -15.0696
H -11.6903 0.3862 -12.5233
H -11.6353 1.5157 -13.8784
H -9.6012 -0.5297 -12.9495
H -9.2581 1.0956 -13.4695
O -19.0622 -6.0280 -8.6969
C -19.0136 -5.1463 -9.5102
O -20.1385 -4.5538 -9.9345
C -19.8735 -3.6114 -11.0043
C -18.3904 -3.3142 -10.8707
C -17.7984 -4.5639 -10.2146
H -20.4847 -2.7318 -10.8549
H -20.1029 -4.1034 -11.9487
H -18.2861 -2.4704 -10.1843
H -17.9660 -2.9356 -11.7991
H -16.9957 -4.2878 -9.5364
H -17.3763 -5.1799 -11.0102
O -12.7677 4.2054 -7.4031
C -12.6487 3.5015 -8.3669
O -12.1622 3.9889 -9.5279
C -11.9478 2.9199 -10.4799
C -12.8576 1.7771 -10.0076
C -13.0455 2.0441 -8.5207
H -10.9001 2.6277 -10.5452
H -12.2874 3.2688 -11.4523
H -12.5132 0.7668 -10.2342
H -13.7763 1.8096 -10.5989
H -12.3355 1.4525 -7.9440
H -14.0917 1.8597 -8.2845
O -19.0896 0.7946 -19.9225
C -18.9225 0.0428 -19.0035
O -17.6886 -0.3450 -18.6468
C -17.6855 -1.1154 -17.4323
C -19.1287 -1.5940 -17.3304
C -19.9728 -0.5853 -18.1104
H -17.4567 -0.5586 -16.5237
H -16.9901 -1.9417 -17.5260
H -19.5503 -1.6787 -16.3284
H -19.2034 -2.6055 -17.7350
H -20.3274 0.2266 -17.4738
H -20.7655 -1.0424 -18.6923
O -22.4407 -2.4938 -12.1032
C -22.4444 -1.3646 -12.5069
O -22.6399 -0.3189 -11.6730
C -22.7565 0.8742 -12.4446
C -21.8850 0.6431 -13.6641
C -22.1700 -0.8431 -13.8783
H -22.4854 1.7240 -11.8154
H -23.8009 1.1037 -12.6947
H -20.8576 0.8682 -13.3777
H -22.2228 1.3369 -14.4340
H -21.3509 -1.3998 -14.3341
H -23.0310 -0.9541 -14.5422
O -12.6094 -5.0484 -18.1854
C -12.9152 -3.8911 -18.1777
O -13.7852 -3.4152 -17.2759
C -14.1929 -2.0863 -17.6260
C -12.9473 -1.5271 -18.2975
C -12.4030 -2.7421 -19.0409
H -14.5370 -1.6058 -16.7098
H -15.0651 -2.0679 -18.2866
H -12.3069 -1.1816 -17.4842
H -13.1650 -0.6682 -18.9315
H -11.3297 -2.7557 -19.2144
H -12.8136 -2.8446 -20.0493
O -13.7502 10.4703 -11.7007
C -14.2895 9.5970 -11.0861
O -13.6832 8.4127 -10.9061
C -14.5098 7.4763 -10.2263
C -15.9179 8.0436 -10.3491
C -15.6719 9.5479 -10.4390
H -14.1966 7.3847 -9.1833
H -14.4589 6.4799 -10.6612
H -16.6569 7.8043 -9.5854
H -16.3562 7.7122 -11.2953
H -15.6776 9.9964 -9.4456
H -16.3172 10.1041 -11.1168
O -17.5165 2.8754 -6.8556
C -17.3817 4.0304 -7.1349
O -18.3626 4.9422 -6.9754
C -17.8150 6.2691 -6.9030
C -16.2919 6.0748 -6.9670
C -16.1012 4.6968 -7.5823
H -18.0401 6.8778 -6.0269
H -18.2705 6.7727 -7.7568
H -15.9063 6.0138 -5.9460
H -15.7661 6.9027 -7.4409
H -15.2728 4.1231 -7.1845
H -16.1713 4.7557 -8.6697
O -17.7265 8.7634 -16.9102
C -17.8848 8.1572 -15.8911
O -18.1586 6.8345 -15.8890
C -18.2969 6.3176 -14.5668
C -18.5865 7.5634 -13.6951
C -17.8621 8.6586 -14.4469
H -17.3676 5.8386 -14.2583
H -19.1711 5.6760 -14.5375
H -18.2670 7.4806 -12.6536
H -19.6599 7.7342 -13.5892
H -16.8119 8.7718 -14.1719
H -18.3683 9.6210 -14.4118
C -18.6740 -0.2687 -8.1208
O -17.7321 0.1222 -7.1455
H -19.7144 0.0521 -7.9795
H -18.4176 0.1279 -9.1075
H -18.7247 -1.3573 -8.1518
H -17.8087 1.0883 -7.1062
C -18.4343 2.6746 -16.0654
O -18.9458 3.0305 -14.7920
H -19.3074 2.5881 -16.7189
H -17.8104 3.4621 -16.4992
H -17.8715 1.7427 -16.1516
H -18.3521 2.6988 -14.0876
C -14.1523 3.9102 -13.1787
O -15.1816 3.6129 -14.0909
H -14.1843 3.1419 -12.3935
H -13.1210 3.7801 -13.5228
H -14.2597 4.9101 -12.7530
H -15.9320 3.2374 -13.5738
C -21.9320 4.3472 -13.8655
O -21.4896 3.9086 -15.1300
H -21.3436 5.2027 -13.5166
H -22.9746 4.6572 -13.8975
H -21.8317 3.5564 -13.1166
H -20.6020 3.5050 -15.0333
C -14.9001 2.1324 -17.3302
O -13.9849 2.1194 -16.2602
H -15.6499 1.3399 -17.3325
H -15.3992 3.1029 -17.4301
H -14.3167 2.1082 -18.2543
H -14.3268 2.5931 -15.4897
N -22.0422 6.7784 -8.6129
C -21.0180 7.5574 -8.1525
C -20.1611 7.7518 -9.1991
C -20.6401 7.0639 -10.3252
C -21.8470 6.5242 -9.9507
H -22.7832 6.4238 -8.0401
H -21.0477 7.9425 -7.1470
H -19.2777 8.3732 -9.2446
H -20.1875 7.0253 -11.2995
H -22.5268 5.8801 -10.4854
N -17.9534 -5.7523 -14.9419
C -18.7520 -4.6902 -14.6026
C -17.9509 -3.5673 -14.6425
C -16.6545 -3.9469 -15.0510
C -16.7077 -5.3006 -15.2817
H -18.2425 -6.7108 -14.9779
H -19.7980 -4.8353 -14.3938
H -18.2181 -2.5446 -14.4164
H -15.7476 -3.3687 -15.0902
H -15.9722 -6.0190 -15.6077
```

Atomic partial charges in e from the Löwdin method, atoms 1 to 99: C -0.664; F 0.153; F 0.125; F 0.139; S 0.692; O -0.282; O -0.264; N -0.307; S 0.569; O -0.282; O -0.292; C -0.650; F 0.134; F 0.133; F 0.155; O 0.123; C -0.485; O 0.011; C -0.132; C -0.160; C -0.069; H 0.134; H 0.104; H 0.101; H 0.116; H 0.130; H 0.123; O 0.101; C -0.492; O 0.036; C -0.133; C -0.157; C -0.054; H 0.108; H 0.109; H 0.092; H 0.095; H 0.122; H 0.122; O 0.104; C -0.484; O 0.031; C -0.136; C -0.155; C -0.049; H 0.123; H 0.088; H 0.108; H 0.089; H 0.131; H 0.129; O 0.116; C -0.502; O 0.028; C -0.147; C -0.152; C -0.056; H 0.096; H 0.100; H 0.092; H 0.120; H 0.122; H 0.126; O 0.111; C -0.481; O 0.041; C -0.180; C -0.139; C -0.065; H 0.117; H 0.128; H 0.104; H 0.112; H 0.116; H 0.133; O 0.116; C -0.489; O 0.021; C -0.159; C -0.136; C -0.059; H 0.112; H 0.114; H 0.101; H 0.118; H 0.125; H 0.127; O 0.123; C -0.488; O 0.041; C -0.150; C -0.156; C -0.062; H 0.123; H 0.112; H 0.098; H 0.095; H 0.128; H 0.122